Entry 1:
{"formula": "C7H7N3O2S", "method": "the ωB97M-V functional and the def2-TZVPD basis", "gap_ev": 9.000, "homo_ha": -0.3171, "total_energy_ha": -983.77559, "species": ["C", "C", "C", "C", "C", "C", "C", "N", "N", "N", "O", "O", "S", "H", "H", "H", "H", "H", "H", "H"], "coordinates": [[2.938617, 0.147596, 0.075304], [3.228219, -1.147065, 0.608538], [1.663213, 0.281783, -0.426984], [2.274778, -2.102137, 0.695127], [0.783373, -0.836681, -0.334534], [-2.470421, 0.035899, 0.281645], [-3.495088, 0.993790, 0.730930], [1.054449, -2.005924, 0.213064], [-1.420471, 0.287859, -0.404156], [-0.740570, -0.837030, -0.675510], [-1.997604, -3.127644, -0.844274], [-2.580963, -1.295279, 0.668526], [-1.334079, -2.305762, 0.129311], [3.556052, 0.956990, -0.133352], [4.124588, -1.352156, 1.049945], [1.323512, 1.273451, -0.737578], [2.662764, -3.138604, 0.821337], [-4.338692, 0.283765, 0.563779], [-3.463564, 1.798585, -0.066254], [-3.500525, 1.297499, 1.793094]], "forces_ev_per_a": [[-1.9, -3.1, -0.2], [-0.8, 3.1, -0.5], [-1.4, -0.2, 0.3], [1.4, -2.6, -1.1], [-3.2, 0.9, 0.3], [2.4, -1.2, 0.5], [-0.8, -0.8, -1.6], [0.6, 1.3, -1.2], [-1.3, 1.4, 0.2], [4.5, -1.7, 0.3], [0.4, -0.4, -0.6], [-0.7, 1.1, 0.5], [-1.9, 1.0, 0.3], [1.6, 1.0, 0.4], [2.5, -0.5, 0.8], [-0.2, -0.6, -0.3], [-0.7, 0.7, 0.9], [-0.4, 1.3, 0.3], [-0.4, -0.6, 1.4], [0.4, -0.1, -0.7]], "nbo_charge": [-0.1379, -0.2585, -0.2781, 0.0426, 0.3909, 0.5161, -0.6820, -0.4785, -0.3171, -0.4714, -0.8997, -0.7101, 1.6540, 0.2244, 0.2150, 0.2443, 0.2019, 0.2434, 0.2529, 0.2478]}

***

Entry 2:
{"formula": "C6H6BrF2NOS", "method": "the ωB97M-V functional and the def2-TZVPD basis", "gap_ev": 9.214, "homo_ha": -0.3250, "total_energy_ha": -3534.02057, "species": ["C", "C", "C", "C", "C", "C", "N", "O", "F", "F", "S", "Br", "H", "H", "H", "H", "H", "H"], "coordinates": [[-2.638044, 0.571976, -0.988606], [-2.914387, -0.655685, -1.537659], [-0.937162, -0.643219, -0.053829], [1.765313, -0.519729, 1.839550], [1.331501, 0.562330, 0.978161], [1.678743, 0.320403, -0.559243], [-1.580776, 0.493219, -0.008761], [1.032830, 1.714512, 1.282084], [0.917396, 1.015983, -1.351138], [2.964666, 0.743785, -0.719616], [-1.790321, -1.851845, -1.079312], [2.006410, -1.541519, -1.216897], [-3.169779, 1.599087, -1.090381], [-3.620199, -1.057101, -2.156155], [1.863516, -1.551783, 1.465061], [2.781697, -0.120545, 2.342885], [1.130530, -0.547210, 2.799576], [-0.821934, 1.467341, 0.054280]], "forces_ev_per_a": [[-1.5, 0.9, 0.2], [1.6, 2.1, 1.6], [1.3, -2.1, 0.9], [1.3, 0.0, 4.6], [0.1, 1.1, -1.7], [1.7, -1.3, 0.7], [1.5, 3.3, -3.0], [-0.1, -2.0, -0.5], [-0.6, 0.5, -0.9], [0.0, 1.2, 0.3], [1.3, 1.8, 1.9], [-0.9, 0.2, 0.1], [0.9, -2.2, 0.0], [-2.2, 0.1, -1.7], [0.0, 1.0, -0.1], [-1.8, -1.1, -1.4], [0.6, 0.0, -1.6], [-3.1, -3.6, 0.5]], "nbo_charge": [-0.0797, -0.4403, -0.1409, -0.7538, 0.5385, 0.6011, -0.6163, -0.5530, -0.3115, -0.3480, 0.3950, -0.0293, 0.2334, 0.2364, 0.2696, 0.2641, 0.2619, 0.4728]}

***

Entry 3:
{"formula": "C10H10FN2S", "method": "the ωB97M-V functional and the def2-TZVPD basis", "gap_ev": 6.912, "homo_ha": -0.4447, "total_energy_ha": -994.34276, "total_charge": 1, "species": ["S", "C", "C", "C", "C", "N", "N", "H", "H", "H", "H", "H", "F", "C", "C", "C", "C", "C", "C", "H", "H", "H", "H", "H"], "coordinates": [[4.648253, 0.062324, -2.024885], [3.134760, 0.943499, -1.761760], [3.029294, 2.316947, -2.057956], [1.817630, 2.943964, -1.881679], [0.757968, 2.158008, -1.446835], [0.960341, 0.876601, -1.230987], [2.109807, 0.226824, -1.359781], [5.346612, 0.772684, -1.130937], [3.898794, 2.838672, -2.426966], [1.670382, 3.991627, -2.088732], [-0.233339, 2.547760, -1.276675], [0.181567, 0.288998, -0.932353], [-0.710496, -1.468915, -0.557279], [-1.505335, -1.566091, 0.555058], [-1.946349, -0.409796, 1.160849], [-2.749863, -0.517558, 2.286977], [-3.090481, -1.768153, 2.779918], [-2.630100, -2.914683, 2.146604], [-1.828580, -2.820762, 1.018493], [-1.675211, 0.560057, 0.759611], [-3.112016, 0.376426, 2.775165], [-3.716864, -1.849227, 3.656907], [-2.894805, -3.889588, 2.531030], [-1.461968, -3.699617, 0.506214]], "forces_ev_per_a": [[-0.1, -0.2, 0.0], [0.4, -0.1, -0.1], [-0.4, 0.2, 0.1], [0.4, -0.2, -0.1], [0.0, 0.3, -0.1], [0.2, -0.2, 0.0], [-0.5, 0.1, 0.1], [0.1, 0.2, 0.0], [0.0, 0.1, 0.0], [0.0, 0.1, 0.0], [-0.1, -0.1, 0.0], [0.0, -0.4, 0.0], [0.1, 0.3, -0.1], [-0.1, -0.1, 0.2], [0.1, 0.1, -0.1], [0.0, 0.0, 0.0], [0.0, 0.0, 0.0], [0.0, 0.1, 0.0], [0.1, -0.1, -0.1], [0.0, 0.0, 0.0], [0.0, 0.0, 0.0], [0.0, 0.0, 0.0], [0.0, 0.0, 0.0], [0.0, 0.0, 0.0]], "nbo_charge": [0.1121, 0.0431, -0.1212, -0.1874, 0.0902, -0.2239, -0.1389, 0.1542, 0.2661, 0.2692, 0.2566, 0.4639, -0.3596, 0.3818, -0.2997, -0.1796, -0.2110, -0.1698, -0.2761, 0.1985, 0.2271, 0.2308, 0.2315, 0.2420]}

***

Entry 4:
{"formula": "C18H22ClF16O5P", "method": "the ωB97M-V functional and the def2-TZVPD basis", "gap_ev": 8.724, "homo_ha": -0.3117, "total_energy_ha": -3474.45848, "smiles": "C[C@@H](Cl)C[C@H]1OC(=O)O[C@@H]1P(C)C.FC(F)C(F)(F)COC(F)(F)C(F)F.FC(F)C(F)(F)COC(F)(F)C(F)F", "species": ["C", "C", "Cl", "C", "C", "O", "C", "O", "O", "C", "P", "C", "C", "H", "H", "H", "H", "H", "H", "H", "H", "H", "H", "H", "H", "H", "H", "F", "C", "F", "C", "F", "F", "C", "O", "C", "F", "F", "C", "F", "F", "H", "H", "H", "H", "F", "C", "F", "C", "F", "F", "C", "O", "C", "F", "F", "C", "F", "F", "H", "H", "H", "H"], "coordinates": [[-0.620748, 3.365510, -0.318484], [-2.167371, 3.649358, 0.251908], [-1.964595, 4.215602, 2.004358], [-2.887801, 4.725050, -0.752099], [-4.021530, 5.682018, -0.056656], [-4.386288, 6.958848, -0.756205], [-5.736629, 7.350665, -0.233301], [-6.452590, 8.459368, -0.539240], [-6.195816, 6.240616, 0.666369], [-5.575460, 5.064239, -0.017471], [-5.621327, 3.358851, 0.842262], [-5.501863, 2.090654, -0.631935], [-7.216765, 3.087052, 1.857306], [-0.638185, 3.071237, -1.467543], [0.053857, 4.334855, -0.244510], [-0.078783, 2.546190, 0.350057], [-2.742033, 2.626554, 0.240209], [-3.459571, 4.080083, -1.578190], [-2.065055, 5.343071, -1.309366], [-3.885250, 6.069229, 1.039232], [-6.164889, 5.089921, -1.054968], [-4.638814, 1.343014, -0.375424], [-6.501346, 1.508201, -0.809168], [-5.209839, 2.648848, -1.645619], [-7.967771, 3.985050, 1.862142], [-7.769606, 2.153828, 1.367648], [-6.944175, 2.780418, 2.977021], [2.664937, 1.771724, 1.296889], [3.849097, 2.266756, 1.716327], [3.850631, 3.589225, 1.380534], [5.051210, 1.557929, 1.101505], [5.157797, 1.811614, -0.230276], [6.188148, 2.087702, 1.661560], [5.105682, 0.037592, 1.324577], [4.558269, -0.785761, 0.285987], [3.138073, -0.912854, 0.294614], [2.678065, -0.539126, 1.513292], [2.879579, -2.244832, 0.195500], [2.453081, -0.174887, -0.866891], [2.852830, 1.120490, -0.954922], [1.103201, -0.150029, -0.701902], [3.876787, 2.210245, 2.807485], [6.168653, -0.233707, 1.347469], [4.729556, -0.252765, 2.312310], [2.674525, -0.653482, -1.818220], [3.980095, -6.016524, 0.040996], [2.923089, -5.244269, 0.372021], [2.993642, -5.058632, 1.721927], [1.582056, -5.859581, -0.013387], [1.301078, -6.961267, 0.732735], [0.595816, -4.954382, 0.294659], [1.421174, -6.211835, -1.501402], [1.728241, -7.560136, -1.880923], [3.115776, -7.846260, -2.042365], [3.785764, -6.675896, -2.175869], [3.232128, -8.476685, -3.242296], [3.684330, -8.750174, -0.936658], [3.397504, -8.279477, 0.305004], [5.040135, -8.825004, -1.015452], [3.054083, -4.265394, -0.096199], [0.353140, -6.107126, -1.730252], [1.912540, -5.484364, -2.157709], [3.279529, -9.757160, -1.008992]], "forces_ev_per_a": [[0.2, 0.3, 0.2], [1.3, -0.6, -1.6], [-0.3, -0.4, -1.4], [-0.7, 0.2, -0.4], [-2.3, -0.4, 0.5], [-3.0, 0.5, 1.3], [-2.3, 3.2, -1.0], [5.5, -8.1, 2.3], [1.2, 1.9, -2.9], [0.1, 1.1, -1.1], [0.7, -0.2, 0.7], [-0.3, 0.1, -1.0], [-1.5, -0.9, 0.0], [-0.1, 0.4, 2.5], [-1.6, -1.8, 0.0], [-1.3, 1.6, -1.6], [1.0, 2.2, 0.3], [1.4, 1.4, 1.7], [-1.6, -1.0, 1.3], [0.5, -1.5, -1.9], [1.9, -0.5, 1.7], [-1.8, 1.4, -0.5], [1.9, 1.1, 0.3], [-0.7, -1.2, 2.2], [1.5, -1.7, 0.0], [1.0, 2.0, 1.1], [-0.4, 0.8, -2.6], [0.2, 0.5, 0.3], [-0.5, 1.2, 0.4], [0.3, -0.4, 0.0], [0.6, -0.3, -1.0], [-0.1, 0.1, 0.5], [-0.6, -0.1, 0.3], [0.8, -0.7, 0.3], [-1.8, 0.7, 0.1], [1.7, -0.3, 1.5], [-0.4, -0.7, -0.8], [-0.1, 0.7, -0.4], [-0.4, 0.8, -0.5], [0.0, -0.8, -0.3], [0.4, -0.3, 0.3], [0.2, -0.2, 0.0], [-0.2, 0.2, -0.2], [-0.1, 0.3, -0.3], [0.1, -0.3, 0.0], [-0.1, 0.5, 0.3], [0.6, 0.7, 0.8], [-0.4, -0.1, -0.3], [-0.7, -0.9, 0.1], [0.2, 0.4, -0.1], [0.6, 0.1, -0.2], [-0.8, 0.0, -0.7], [1.8, 0.1, 0.6], [-1.4, 1.2, -1.1], [0.2, -0.9, -0.3], [0.0, -0.1, 0.8], [0.4, -0.3, 0.9], [-0.1, -0.6, -0.6], [-0.4, 0.2, -0.4], [-0.2, -0.3, -0.1], [0.2, -0.2, 0.3], [0.1, -0.2, 0.3], [-0.2, 0.0, -0.2]], "nbo_charge": [-0.6460, -0.1797, -0.0746, -0.4656, 0.0819, -0.5260, 0.9651, -0.5538, -0.5355, -0.2038, 0.7044, -0.9289, -0.9405, 0.2190, 0.2266, 0.2406, 0.2290, 0.2281, 0.2506, 0.2333, 0.2078, 0.2413, 0.2421, 0.2354, 0.2581, 0.2343, 0.2551, -0.3230, 0.5155, -0.3234, 0.5942, -0.3108, -0.3251, -0.1448, -0.5044, 0.8500, -0.3140, -0.3303, 0.4993, -0.3143, -0.3214, 0.1495, 0.2352, 0.2143, 0.1580, -0.3220, 0.5063, -0.3266, 0.5949, -0.3114, -0.3277, -0.1428, -0.5050, 0.8459, -0.3188, -0.3174, 0.4988, -0.3166, -0.3204, 0.1599, 0.2312, 0.2100, 0.1590]}